{
  "formula": "C9H11NO3",
  "method": "the ωB97M-V functional and the def2-TZVPD basis",
  "symbols": ["C", "O", "C", "O", "C", "O", "C", "C", "C", "C", "C", "C", "N", "H", "H", "H", "H", "H", "H", "H", "H", "H", "H", "H"],
  "positions_angstrom": [[-1.26178, -2.26398, 1.93954], [0.15083, -2.16760, 1.87347], [0.48269, -1.03196, 1.25154], [0.18920, 0.07121, 2.00294], [1.07293, 0.18915, 3.13626], [1.59295, -0.97260, 0.45173], [0.35085, -0.78265, -0.27310], [0.01279, 0.31274, -1.37577], [0.46315, 1.61094, -1.30446], [0.37991, 2.38107, -2.43026], [-0.32823, 1.85047, -3.57850], [-0.90466, 0.62329, -3.43694], [-0.68784, -0.17703, -2.37260], [-1.85983, -1.44978, 1.50214], [-1.50203, -2.38051, 2.96055], [-1.58383, -2.97732, 1.16354], [0.61530, 0.98827, 3.71971], [2.17527, 0.48591, 2.92807], [1.09533, -0.67496, 3.90585], [-0.01670, -1.71059, -0.77815], [0.98561, 2.01112, -0.34400], [0.69240, 3.39627, -2.41195], [-0.58520, 2.41930, -4.35769], [-1.52909, 0.24924, -4.17194]],
  "forces_ev_per_angstrom": [[-0.9, -0.1, -2.1], [0.3, -0.4, -0.6], [-1.1, 2.6, -2.8], [1.5, 0.3, 1.2], [0.8, 0.2, 1.7], [0.6, 0.0, -0.3], [-1.5, -1.8, -0.4], [0.7, -1.6, 2.5], [1.9, 1.3, 1.8], [-1.7, -0.8, -1.6], [1.4, -0.7, 4.7], [1.2, 0.0, 1.7], [-0.1, 0.0, -0.4], [0.9, 0.8, 0.7], [-0.8, -0.7, 0.8], [0.1, -1.0, 1.1], [0.3, 0.2, -0.1], [-1.9, -0.6, -0.2], [-0.2, 0.8, -1.8], [0.7, 0.4, 0.4], [-1.1, -0.9, -1.9], [0.4, 0.6, -0.2], [-0.5, 2.2, -3.0], [-1.1, -0.8, -1.4]],
  "nbo_charge": [-0.27, -0.51, 0.75, -0.53, -0.29, -0.47, -0.02, 0.19, -0.25, -0.16, -0.25, 0.03, -0.42, 0.20, 0.20, 0.19, 0.20, 0.19, 0.19, 0.19, 0.24, 0.22, 0.21, 0.19],
  "molar_mass_g_mol": 181.2,
  "smiles": "COC1(OC)O[C@@H]1c1ccccn1",
  "max_force_ev_per_a": 4.957,
  "total_energy_ev": -17140.2866,
  "e_lumo_ev": 0.84,
  "orbital_gap_ev": 10.113
}

---

{
  "formula": "C4H10N4",
  "method": "the ωB97M-V functional and the def2-TZVPD basis",
  "symbols": ["C", "N", "C", "N", "N", "C", "C", "N", "H", "H", "H", "H", "H", "H", "H", "H", "H", "H"],
  "positions_angstrom": [[-2.26700, 1.02686, -0.44428], [-2.01939, -0.32757, -0.03465], [-0.86105, -0.85065, -0.08990], [-0.67634, -2.13435, 0.38906], [0.15819, -0.29017, -0.89693], [1.18237, 0.08531, -0.22776], [1.31647, 0.50000, 1.21560], [2.34471, 0.22847, -0.95108], [-2.40379, 1.65440, 0.44156], [-1.47372, 1.46953, -1.05654], [-3.19132, 1.03834, -1.02375], [-1.54312, -2.63207, 0.52850], [0.06057, -2.66131, -0.05493], [1.15068, 1.56984, 1.33135], [2.31183, 0.27805, 1.59712], [0.61585, -0.04969, 1.83871], [3.04100, 0.86828, -0.60803], [2.25407, 0.22673, -1.95408]],
  "forces_ev_per_angstrom": [[0.2, 0.0, -0.2], [-0.1, -0.5, 1.1], [-1.9, 1.0, -1.9], [0.6, 0.0, 0.2], [0.5, -1.2, 1.9], [1.1, 0.7, -1.2], [-0.1, -0.7, 0.2], [0.3, 0.5, 0.2], [-0.1, 0.0, -0.1], [0.0, 0.0, 0.0], [0.0, 0.2, 0.1], [0.1, 0.1, 0.0], [-0.1, 0.0, 0.0], [-0.2, 0.0, -0.2], [0.1, 0.0, -0.1], [-0.2, 0.1, 0.0], [0.0, 0.0, 0.1], [-0.2, -0.1, 0.0]],
  "nbo_charge": [-0.43, -0.54, 0.54, -0.83, -0.55, 0.48, -0.70, -0.80, 0.19, 0.18, 0.20, 0.40, 0.38, 0.24, 0.23, 0.25, 0.38, 0.40],
  "molar_mass_g_mol": 114.2,
  "smiles": "C/N=C(N)\\N=C(/C)N",
  "max_force_ev_per_a": 2.895,
  "total_energy_ev": -10270.5523,
  "e_lumo_ev": 0.88,
  "orbital_gap_ev": 9.288
}

---

{
  "formula": "C4H9FS",
  "method": "the ωB97M-V functional and the def2-TZVPD basis",
  "symbols": ["C", "S", "C", "C", "C", "F", "H", "H", "H", "H", "H", "H", "H", "H", "H"],
  "positions_angstrom": [[2.45269, 0.20966, 0.67114], [1.30293, -0.12088, -0.62938], [0.00504, -0.72548, 0.27368], [-1.34704, -0.07504, -0.28300], [-1.44223, 1.40748, 0.03899], [-2.33453, -0.78531, 0.29028], [2.63801, -0.72079, 1.14637], [1.90141, 0.97191, 1.39566], [3.19893, 0.68342, 0.14217], [0.16300, -0.41167, 1.34210], [-0.15470, -1.80530, 0.05839], [-1.25310, -0.10936, -1.41022], [-1.15938, 1.52222, 1.12195], [-0.75625, 2.06345, -0.44511], [-2.42472, 1.90831, -0.09867]],
  "forces_ev_per_angstrom": [[-3.4, 1.5, 1.8], [1.6, 0.8, -2.4], [-3.4, -0.2, 0.6], [3.1, 1.2, -0.8], [-0.7, 0.5, 2.4], [-1.4, -0.4, -0.1], [0.9, -0.5, 0.7], [1.5, -1.5, -1.2], [2.3, 0.8, -0.4], [-0.5, -0.9, -0.8], [0.3, 0.5, 0.9], [-0.8, -0.8, 0.9], [-0.6, 0.0, -0.7], [0.8, -0.1, -0.9], [0.3, -0.9, 0.0]],
  "nbo_charge": [-0.73, 0.23, -0.62, 0.22, -0.66, -0.35, 0.22, 0.20, 0.23, 0.22, 0.23, 0.16, 0.20, 0.23, 0.23],
  "molar_mass_g_mol": 108.2,
  "smiles": "CSC[C@H](C)F",
  "max_force_ev_per_a": 4.179,
  "total_energy_ev": -17845.6319,
  "e_lumo_ev": 0.93,
  "orbital_gap_ev": 9.361
}